1.
Molecular formula: C5H13N2
Method: DFT, wB97M-V/def2-TZVPD

XYZ file:
```
20
Properties=species:S:1:pos:R:3:forces:R:3
C -0.35423 -0.08290 2.57069 0.69 -0.02 -0.09
C 0.26863 1.04276 1.62265 -0.46 -3.34 2.42
C 1.28931 0.45771 0.72086 -3.66 -0.13 -3.96
C 0.51332 -0.36754 -0.55585 3.41 -1.18 4.24
N -0.44630 0.35921 -1.14122 -2.02 3.53 -0.28
C -0.97459 0.00956 -2.35485 -3.34 2.53 0.56
N -0.34412 -0.92012 -3.09489 1.90 -1.75 -1.45
H -1.42355 0.02158 2.40896 -0.29 0.01 1.22
H 0.08326 -0.01418 3.61115 -1.18 0.24 -0.93
H -0.18155 -1.14636 2.30972 0.38 0.64 -0.48
H 0.66775 1.74334 2.32498 0.28 0.94 -0.07
H -0.56465 1.41759 1.08757 -0.50 1.00 -0.39
H 1.65459 1.30707 0.22794 1.76 0.88 -0.88
H 1.94420 -0.20400 1.15361 1.78 -1.17 1.04
H 0.08938 -1.26365 -0.14068 -0.24 -1.01 0.85
H 1.26063 -0.78521 -1.22039 0.61 0.56 -0.28
H -0.86418 1.10788 -0.57148 0.24 -0.78 -1.14
H -2.10881 0.21971 -2.56061 2.32 -0.70 0.48
H 0.51856 -1.44461 -2.84552 -1.43 0.86 0.05
H -1.02769 -1.45786 -3.55266 -0.25 -1.10 -0.89
```
Forces are in eV/Å.

Output
multiplicity = 2
largest force on an atom = 5.6 eV/A
DFT total energy = -8372.359 eV
total charge = 0

=====

2.
Molecular formula: H20HeO10
Method: DFT, wB97M-V/def2-TZVPD

XYZ file:
```
31
Properties=species:S:1:pos:R:3:forces:R:3
He 0.21196 -0.58599 -0.73728 0.03 -0.05 -0.01
O 2.44107 2.31280 -1.65991 0.13 0.14 0.17
H 2.89933 1.84194 -2.35600 0.20 -0.27 -0.11
H 1.67957 2.69906 -2.09251 -0.32 0.11 0.03
O -0.17682 1.88927 1.67933 -0.23 -0.12 0.43
H 0.76313 1.91328 1.50006 0.50 -0.06 0.09
H -0.58748 2.03454 0.82699 -0.09 0.32 -0.35
O -3.22404 0.06270 -2.50150 -0.01 0.57 -0.33
H -3.71618 0.08417 -3.32221 0.02 0.21 -0.22
H -3.50039 -0.74956 -2.07713 0.05 -0.79 0.27
O 3.16437 -0.82901 0.22389 0.15 -0.67 -0.04
H 2.93085 -1.41723 0.94201 -0.01 -0.20 0.18
H 2.97161 0.04677 0.55869 -0.12 0.82 0.22
O -3.57885 -2.30718 -1.14823 -0.17 -0.13 -0.41
H -3.07652 -1.97513 -0.40416 0.39 0.24 0.55
H -4.49328 -2.21469 -0.88089 -0.34 -0.15 0.15
O -0.05982 -0.58588 3.77431 0.06 -0.48 0.23
H -0.54679 -0.35619 2.98289 -0.01 0.34 -0.44
H -0.25564 0.12034 4.39004 0.03 0.22 0.09
O 2.88428 1.75574 1.07605 -0.14 -0.12 0.51
H 2.82452 2.12627 0.19550 -0.20 0.26 -0.89
H 3.73734 2.04430 1.40047 0.19 0.06 0.27
O 3.16145 -2.22090 -2.06016 0.07 -0.48 -0.81
H 2.50650 -2.91187 -1.96099 -0.11 -0.15 -0.11
H 3.06288 -1.68233 -1.27502 0.06 0.52 0.57
O -2.05662 -1.18838 1.31859 -0.12 0.12 -0.44
H -2.70898 -1.11134 2.01482 -0.23 0.10 0.29
H -1.67197 -2.05573 1.44504 0.33 -0.29 0.13
O -1.71024 1.44571 -0.64455 0.32 0.50 0.46
H -2.21196 0.97031 -1.30674 -0.35 -0.11 -0.66
H -1.66327 0.84423 0.09858 -0.06 -0.45 0.19
```
Forces are in eV/Å.

Output
largest force on an atom = 0.9 eV/A
DFT total energy = -20879.370 eV
total charge = 0

=====

3.
Molecular formula: C14H42Cl2N4O10
Method: DFT, wB97M-V/def2-TZVPD

XYZ file:
```
72
Properties=species:S:1:pos:R:3:forces:R:3
N -0.28905 -0.74350 -0.33070 0.06 0.10 -0.65
H 0.30254 -0.84698 -1.14275 -0.22 -0.12 -0.93
H -0.58444 -1.65815 -0.02044 -1.06 -2.78 0.61
H -1.14289 -0.22434 -0.47743 -0.08 0.21 -0.35
H 0.31177 -0.43468 0.42013 0.33 1.28 0.80
N -1.39553 -4.67804 -1.84854 -1.13 0.41 -0.50
H -0.89164 -4.38577 -2.67363 0.25 0.00 -0.46
H -0.77593 -5.01092 -1.12371 1.78 -1.31 1.78
H -2.06662 -5.42258 -1.97264 0.01 -0.11 -0.41
H -1.87305 -3.89803 -1.41998 -0.27 0.80 0.58
O 0.05087 -6.16267 0.08313 -1.09 2.17 1.07
C 0.35201 -5.16863 1.11346 0.18 -0.88 -1.80
C -0.65580 -4.02467 1.59623 -1.17 -0.21 -2.25
O -1.32947 -3.17671 0.64820 1.48 -0.35 -0.01
H 1.29647 -4.75244 0.76291 0.39 1.04 -0.08
H 0.68289 -5.71394 1.99734 -0.28 -0.15 0.91
H -0.17935 -3.35754 2.31458 0.79 -0.11 0.63
H -1.44277 -4.56909 2.11814 -0.28 -0.29 0.55
Cl 1.64221 -2.66727 -3.44273 0.09 -0.01 0.04
O 0.66829 -3.64650 -3.91437 0.33 0.64 -0.64
O 2.61684 -2.29857 -4.48914 -1.29 -0.64 1.01
O 0.95109 -1.47499 -2.98461 -0.18 0.48 -0.52
O 2.27496 -3.23355 -2.29666 1.05 -0.26 0.23
Cl -3.79358 -0.90967 -1.85225 1.64 -1.39 0.05
O -4.02273 -2.31808 -1.88332 -0.08 -1.06 -0.63
O -2.54541 -0.58900 -2.53318 -0.11 0.17 0.16
O -4.86242 -0.24857 -2.49806 -1.33 1.23 -0.55
O -3.67529 -0.55806 -0.47401 0.05 1.32 1.02
C -3.06183 2.93215 -0.62226 -0.37 0.33 0.66
C -1.78799 2.48901 0.13181 -1.06 0.17 -0.77
N -0.59888 3.00513 -0.51150 0.51 -0.39 -0.77
C -0.49045 2.50793 -1.90456 0.89 -0.21 -0.10
C 0.92584 2.40274 -2.41944 0.93 0.69 0.75
C -0.41569 4.47033 -0.44330 0.14 -1.40 1.15
C -0.51554 4.99785 1.00168 0.34 0.30 -0.38
H -3.05368 4.01083 -0.77874 0.13 0.23 -0.05
H -3.96944 2.75555 -0.04506 0.01 -0.33 0.05
H -3.20057 2.47192 -1.60054 0.23 -0.25 0.16
H -1.79061 2.78043 1.18213 -0.16 0.20 -0.03
H -1.78081 1.39906 0.13815 0.15 0.12 -0.02
H -0.77518 1.46517 -2.04492 -1.12 0.17 0.71
H -0.99986 3.11739 -2.65100 -0.76 0.13 0.16
H 0.96240 1.68479 -3.23877 0.25 0.21 -0.04
H 1.34892 3.37349 -2.67780 -0.01 0.09 -0.52
H 1.56608 2.08514 -1.59644 0.08 -0.53 -0.05
H -1.11786 4.97079 -1.11009 0.11 0.42 -0.20
H 0.62988 4.61494 -0.71525 -0.14 0.36 -0.55
H -1.52300 5.11438 1.40109 -0.01 -0.18 -0.11
H -0.02886 5.97262 1.03437 -0.17 0.27 -0.06
H 0.08969 4.39526 1.67895 -0.19 -0.33 0.00
C -0.46304 0.73865 3.07759 -0.79 -0.21 -0.35
C 0.74353 -0.10608 2.86806 1.30 0.00 -0.30
N 1.46016 0.17365 1.58741 -0.95 -0.11 0.73
C 2.41237 -0.92824 1.36330 0.66 0.68 -0.65
C 3.19955 -0.80158 0.03421 0.08 -0.12 0.46
C 1.96483 1.57294 1.44663 0.51 -1.74 0.05
C 2.88323 1.97264 2.59428 -0.31 0.50 0.00
H -0.31958 1.78608 2.81223 -0.06 0.00 0.15
H -0.83346 0.63477 4.09744 0.05 0.17 0.05
H -1.21243 0.28299 2.43037 -0.42 0.50 -0.07
H 1.43609 -0.02707 3.70605 0.38 0.19 0.27
H 0.43514 -1.15128 2.89146 0.02 -0.11 -0.38
H 1.88546 -1.87739 1.46120 -0.29 0.02 -0.40
H 3.12560 -0.95040 2.18726 0.45 -0.01 0.23
H 2.61477 -0.68742 -0.87853 -0.34 0.03 0.19
H 3.82257 -1.67605 -0.15355 -0.14 -0.15 0.23
H 3.88386 0.04421 0.10111 0.05 0.12 -0.05
H 2.49373 1.58119 0.49359 0.05 0.13 0.05
H 1.14879 2.28517 1.32451 -0.15 -0.24 0.09
H 2.25920 2.20120 3.45825 0.13 0.19 0.17
H 3.59930 1.21907 2.92213 0.00 -0.14 -0.33
H 3.42416 2.86892 2.29066 0.12 0.12 0.24
```
Forces are in eV/Å.

Output
largest force on an atom = 3.0 eV/A
DFT total energy = -66663.537 eV
total charge = -2